# 1
Molecular formula: C36H62BrN3NaSi
Method: DFT, ωB97M-V with the def2-TZVPD basis set

The calculation puts the lowest unoccupied orbital energy at 2.176 eV. The frontier orbital gap is 5.6 eV. The energy above the lowest of the compared OMol25 structures with the same formula, charge and spin comes out at 0.345 eV. As for the molar mass: 667.89 u. Its net charge is -1.

Last column: Mulliken charge in e.
Atoms and positions in Å:
Na (0.036, 0.326, 1.279)  0.607
N (-1.375, 1.453, -2.205)  -0.161
C (-1.638, 0.457, -3.225)  -0.418
C (-1.721, -0.941, -2.617)  -0.892
N (-0.452, -1.326, -2.031)  0.955
C (-0.504, -2.620, -1.379)  -0.386
C (0.770, -2.852, -0.565)  -0.479
N (0.735, -2.065, 0.653)  -0.058
H (-1.506, 2.389, -2.574)  0.225
H (-2.023, 1.340, -1.423)  -0.081
H (-2.576, 0.637, -3.785)  0.479
H (-0.811, 0.489, -3.943)  -0.041
H (-2.530, -0.949, -1.868)  0.167
H (-1.973, -1.656, -3.410)  0.525
H (-0.252, -0.630, -1.313)  -0.550
H (-1.371, -2.709, -0.707)  -0.124
H (-0.601, -3.386, -2.159)  0.521
H (0.876, -3.939, -0.382)  0.532
H (1.625, -2.520, -1.157)  -0.325
H (0.121, -2.505, 1.330)  0.158
H (1.652, -1.998, 1.077)  0.026
C (1.618, 2.148, 2.298)  0.569
C (2.539, 1.085, 2.258)  1.121
C (2.037, 0.046, 3.062)  0.086
C (0.814, 0.473, 3.606)  0.350
C (0.561, 1.774, 3.144)  0.240
C (-0.632, 2.598, 3.526)  -1.213
C (-0.100, -0.310, 4.502)  -1.535
C (2.767, -1.213, 3.435)  -1.692
C (3.887, 1.123, 1.605)  -0.724
C (1.778, 3.476, 1.618)  -1.572
H (-0.619, 2.844, 4.594)  0.310
H (-1.562, 2.059, 3.328)  0.125
H (-0.659, 3.532, 2.968)  0.350
H (-0.076, 0.062, 5.532)  0.277
H (0.178, -1.363, 4.527)  0.356
H (-1.133, -0.242, 4.153)  0.217
H (3.314, -1.080, 4.376)  0.329
H (3.499, -1.497, 2.677)  0.312
H (2.084, -2.056, 3.576)  0.425
H (4.639, 1.572, 2.264)  0.341
H (3.865, 1.714, 0.689)  -0.300
H (4.235, 0.121, 1.350)  0.164
H (2.201, 4.230, 2.293)  0.250
H (0.820, 3.857, 1.260)  0.384
H (2.443, 3.393, 0.759)  0.159
C (-5.749, -2.108, 0.846)  -0.390
C (-4.466, -2.634, 1.054)  -0.708
C (-3.375, -1.811, 1.071)  -0.100
C (-3.482, -0.419, 0.875)  0.067
C (-2.294, 0.383, 0.889)  0.275
C (-2.553, 1.734, 0.670)  -0.912
C (-3.827, 2.283, 0.449)  -0.582
C (-4.939, 1.486, 0.437)  -1.155
C (-4.792, 0.104, 0.653)  1.152
C (-5.903, -0.764, 0.652)  -0.889
H (-6.606, -2.771, 0.849)  0.368
H (-4.350, -3.699, 1.205)  0.394
H (-2.386, -2.217, 1.244)  0.131
H (-1.714, 2.425, 0.659)  0.558
H (-3.927, 3.351, 0.270)  0.371
H (-5.931, 1.892, 0.256)  0.297
H (-6.890, -0.347, 0.481)  0.336
C (3.308, 3.157, -3.383)  -2.035
C (3.473, 2.016, -4.392)  2.645
C (4.641, 2.346, -5.325)  -1.868
C (2.186, 2.000, -5.221)  -1.981
Si (3.742, 0.310, -3.479)  -1.234
Br (2.376, 0.425, -1.677)  -0.061
C (3.204, -1.236, -4.548)  2.946
C (3.669, -2.542, -3.899)  -1.870
C (3.804, -1.193, -5.959)  -1.918
C (1.679, -1.328, -4.665)  -2.158
C (5.509, 0.122, -2.659)  2.540
C (5.485, -0.926, -1.542)  -1.660
C (6.592, -0.266, -3.667)  -1.822
C (5.924, 1.436, -1.992)  -1.971
H (3.170, 4.098, -3.916)  0.555
H (4.169, 3.266, -2.733)  0.336
H (2.432, 2.996, -2.761)  0.381
H (4.437, 3.270, -5.868)  0.527
H (4.804, 1.555, -6.053)  0.295
H (5.561, 2.489, -4.765)  0.321
H (2.013, 2.988, -5.649)  0.627
H (1.333, 1.748, -4.596)  0.272
H (2.241, 1.296, -6.047)  0.315
H (4.753, -2.618, -3.874)  0.387
H (3.299, -3.389, -4.479)  0.629
H (3.277, -2.631, -2.889)  0.018
H (4.890, -1.145, -5.929)  0.346
H (3.439, -0.339, -6.523)  0.310
H (3.519, -2.094, -6.506)  0.540
H (1.192, -1.321, -3.690)  0.338
H (1.413, -2.263, -5.160)  0.552
H (1.269, -0.516, -5.256)  0.309
H (5.253, -1.921, -1.906)  0.311
H (4.753, -0.661, -0.785)  0.018
H (6.461, -0.965, -1.060)  0.558
H (6.399, -1.245, -4.097)  0.320
H (7.560, -0.308, -3.167)  0.546
H (6.661, 0.456, -4.476)  0.303
H (5.185, 1.737, -1.255)  0.155
H (6.055, 2.238, -2.714)  0.346
H (6.874, 1.303, -1.476)  0.602

=====

# 2
Molecular formula: C21H20NOS2
Method: DFT, ωB97M-V with the def2-TZVPD basis set

The calculation puts the lowest unoccupied orbital energy at -4.496 eV. The frontier orbital gap is 6.3 eV. The energy above the lowest of the compared OMol25 structures with the same formula, charge and spin comes out at 0.000 eV. As for the molar mass: 366.53 u. Its net charge is +1.

Last column: natural (NBO) charge in e.
Atoms and positions in Å:
C (-2.006, -4.667, -1.537)  -0.168
C (-1.729, -4.687, -0.160)  -0.205
C (-1.462, -3.494, 0.502)  -0.169
C (-1.376, -2.293, -0.219)  -0.093
C (-1.087, -1.043, 0.545)  0.575
C (-0.153, 0.047, 0.014)  -0.170
N (-0.711, 1.410, 0.369)  -0.300
C (-0.912, 1.695, 1.674)  0.142
C (-1.065, 2.990, 2.154)  -0.274
C (-1.126, 4.034, 1.260)  -0.017
C (-1.143, 3.737, -0.105)  -0.144
C (-1.014, 2.392, -0.572)  0.269
C (-1.276, 2.137, -1.939)  -0.205
C (-1.479, 3.192, -2.840)  -0.149
C (-1.483, 4.532, -2.383)  -0.199
C (-1.322, 4.790, -1.034)  -0.129
O (-1.577, -0.966, 1.673)  -0.546
C (-1.706, -2.259, -1.580)  -0.207
C (-2.013, -3.451, -2.243)  -0.212
H (-2.253, -5.603, -2.056)  0.232
H (-1.707, -5.633, 0.395)  0.233
H (-1.294, -3.473, 1.574)  0.237
H (-0.030, -0.044, -1.072)  0.266
H (-0.980, 0.850, 2.334)  0.277
H (-1.097, 3.126, 3.217)  0.255
H (-1.184, 5.063, 1.584)  0.243
H (-1.315, 1.097, -2.288)  0.219
H (-1.614, 2.983, -3.908)  0.245
H (-1.623, 5.344, -3.098)  0.244
H (-1.357, 5.815, -0.664)  0.235
H (-1.730, -1.289, -2.094)  0.200
H (-2.238, -3.436, -3.318)  0.231
C (4.375, -1.380, 1.072)  -0.431
C (3.186, -2.258, 1.421)  -0.516
S (1.700, -1.947, 0.412)  0.226
C (1.160, -0.259, 0.760)  -0.502
S (2.626, 0.690, 0.248)  0.198
C (4.000, 0.081, 1.281)  -0.521
H (5.225, -1.647, 1.713)  0.230
H (4.686, -1.552, 0.038)  0.223
H (3.449, -3.300, 1.213)  0.254
H (2.938, -2.164, 2.481)  0.218
H (1.064, -0.108, 1.845)  0.237
H (3.790, 0.256, 2.341)  0.216
H (4.861, 0.695, 0.990)  0.254